Density functional theory data (ωB97M-V/def2-TZVPD) for a molecular structure, C26H19F8N8S3SbSe4W.

ORCA input file:
```
! wB97M-V def2-TZVPD RIJCOSX def2/J DEFGRID3
* xyz 0 3
W -0.2664 0.9632 2.1355
C -1.4987 4.0762 1.0740
C -0.7524 3.2377 2.0642
N -1.5239 2.4306 2.9354
N -2.4008 1.6077 2.1668
C -2.6941 0.4991 2.9828
N -3.7719 -0.2271 2.7289
S -1.5665 0.1039 4.1832
C 0.5590 3.5354 2.6954
C 1.3688 4.6453 2.5707
C 2.6045 4.6457 3.2162
C 2.9933 3.5515 3.9716
C 2.1302 2.4607 4.0350
N 0.9525 2.4714 3.4310
H -2.4504 3.5996 0.8476
H -0.9599 4.2446 0.1454
H -1.7054 5.0489 1.5331
H -4.2801 -0.0350 1.8785
H -3.8000 -1.1631 3.1012
H 1.0564 5.4831 1.9636
H 3.2555 5.5040 3.1193
H 3.9471 3.5155 4.4746
H 2.3859 1.5548 4.5734
C 1.5785 -2.0882 -3.3765
C 0.7267 -0.9674 -2.9119
N 0.0362 -0.1708 -3.6654
N -0.5393 0.6927 -2.7734
C -0.2247 0.4443 -1.4943
S -0.8043 1.4796 -0.2869
N 0.5924 -0.6359 -1.5825
N 1.1994 -1.2814 -0.5200
H 1.5789 -2.1019 -4.4621
H 1.1958 -3.0393 -3.0047
H 2.5976 -1.9568 -3.0112
H -1.1587 1.4199 -3.0884
H 2.1902 -1.0460 -0.5133
H 1.0681 -2.2832 -0.6242
Se 4.5685 -2.4247 4.2443
Sb 2.6930 -2.6850 2.5765
Se 3.3058 -3.4711 0.3914
Se 1.6476 -4.7943 3.0362
Se 1.3401 -0.6643 2.8987
F -2.8369 -7.1906 -2.4058
C -3.6164 -6.0969 -2.4499
F -4.8540 -6.4766 -2.0658
F -3.7149 -5.7299 -3.7452
C -3.0878 -4.9821 -1.5952
C -1.9527 -5.1475 -0.8167
C -1.4799 -4.0922 -0.0541
C -2.1253 -2.8532 -0.0627
C -3.2786 -2.7094 -0.8444
C -3.7540 -3.7604 -1.5990
C -1.5765 -1.7511 0.6618
C -1.1025 -0.7531 1.1680
H -1.4393 -6.0981 -0.8042
H -0.6054 -4.2230 0.5730
H -3.7831 -1.7511 -0.8621
H -4.6439 -3.6356 -2.2021
F 2.0839 3.3829 -4.8576
C 2.1609 3.0085 -3.5833
C 2.7948 1.8289 -3.2293
F 3.3431 1.0593 -4.1693
C 2.8346 1.4491 -1.8984
F 3.4515 0.2778 -1.6498
C 2.2571 2.1803 -0.8641
S 2.2522 1.5369 0.7850
C 1.6900 3.3850 -1.2619
F 1.1713 4.2191 -0.3480
C 1.6169 3.7956 -2.5807
F 1.0204 4.9476 -2.8981
*
```

Summary:
LUMO energy (spin up / spin down): -1.864 / -2.950 eV
calculated total energy: -363181.1934 eV
ΔE to the lowest compared entry with this formula, charge and spin: 279.4 kJ/mol
gap between HOMO and LUMO (spin up / spin down): 5.82 / 4.73 eV

These are the natural (NBO) partial charges, in e, on atoms 1 to 8:
1. W 0.683
2. C -0.669
3. C 0.045
4. N -0.365
5. N -0.437
6. C 0.318
7. N -0.743
8. S 0.042


Density functional theory data (ωB97M-V/def2-TZVPD) for a molecular structure, C26H19O3PSn.

ORCA input file:
```
! wB97M-V def2-TZVPD RIJCOSX def2/J DEFGRID3
* xyz 0 1
Sn -0.6970 -1.8651 2.2826
O -1.7340 -0.1672 4.5771
C -1.4386 -0.0562 3.4061
C -1.5026 1.3053 2.7461
C -1.7146 2.4338 3.5353
C -1.7970 3.6846 2.9544
C -1.6782 3.8224 1.5727
C -1.4719 2.7074 0.7811
C -1.3741 1.4451 1.3663
P -1.1295 -0.0398 0.3383
C -2.5538 -0.0286 -0.7890
C -3.7078 -0.6841 -0.3615
C -4.8552 -0.6615 -1.1372
C -4.8538 0.0084 -2.3532
C -3.7063 0.6544 -2.7891
C -2.5581 0.6396 -2.0100
C 0.3305 0.2761 -0.6782
C 0.5334 -0.5086 -1.8129
C 1.7084 -0.3969 -2.5375
C 2.6900 0.4956 -2.1300
C 2.4945 1.2754 -0.9995
C 1.3196 1.1661 -0.2711
H -1.8122 2.2966 4.6045
H -1.9565 4.5598 3.5710
H -1.7475 4.8019 1.1173
H -1.3826 2.8144 -0.2937
H -3.7098 -1.2147 0.5847
H -5.7474 -1.1706 -0.7971
H -5.7476 0.0224 -2.9632
H -3.7030 1.1733 -3.7388
H -1.6628 1.1405 -2.3561
H -0.2230 -1.2212 -2.1233
H 1.8647 -1.0190 -3.4091
H 3.6145 0.5730 -2.6874
H 3.2669 1.9561 -0.6667
H 1.1893 1.7490 0.6317
O 3.1975 -0.3397 2.6635
C 2.4055 -0.9521 1.9818
O 1.1050 -0.8389 2.1383
C 2.9085 -1.8232 0.8522
C 4.2312 -1.6536 0.4510
C 4.7528 -2.4003 -0.5920
C 3.9622 -3.3434 -1.2367
C 2.6498 -3.5323 -0.8323
C 2.1259 -2.7684 0.2017
H 4.8332 -0.9240 0.9756
H 5.7800 -2.2524 -0.9005
H 4.3716 -3.9345 -2.0463
H 2.0306 -4.2744 -1.3205
H 1.0988 -2.9305 0.4996
*
```

Summary:
LUMO energy: -0.070 eV
calculated total energy: -48533.5713 eV
ΔE to the lowest compared entry with this formula, charge and spin: 2.0 kJ/mol
gap between HOMO and LUMO: 7.77 eV

These are the natural (NBO) partial charges, in e, on atoms 1 to 8:
1. Sn 0.951
2. O -0.561
3. C 0.203
4. C -0.146
5. C -0.159
6. C -0.191
7. C -0.210
8. C -0.143


Density functional theory data (ωB97M-V/def2-TZVPD) for a molecular structure, C26H20AlN3O5S6.

ORCA input file:
```
! wB97M-V def2-TZVPD RIJCOSX def2/J DEFGRID3
* xyz -2 1
Al -0.3153 -0.7045 0.9139
O 3.2382 -5.4991 3.8544
C 2.7652 -4.4309 3.4908
S 3.3275 -3.5255 2.1004
C 2.1350 -2.2306 2.1583
C 1.2450 -2.2878 3.1727
S -0.1418 -1.2518 3.3071
S 1.4184 -3.6357 4.2888
S 2.0790 -1.0895 0.8458
C -0.6406 5.7829 -2.2654
C -0.1361 4.4284 -1.7906
C 0.7086 3.7667 -2.8427
C 0.6670 2.4562 -3.0671
C -0.2685 1.5922 -2.3320
C -1.2257 2.0973 -1.5659
C -1.2810 3.5449 -1.2135
S 0.0648 -0.1596 -2.3271
O 1.4955 -0.2110 -2.1346
O -0.4579 -0.6932 -3.5722
N -0.6794 -0.7759 -1.0786
C -2.0277 -1.2877 -1.3265
C -2.8221 -1.3244 -0.0215
O -4.0029 -1.6443 -0.0451
O -2.1555 -0.9969 1.0338
H 0.1880 6.4408 -2.5415
H -1.2234 6.2808 -1.4884
H -1.2767 5.6473 -3.1439
H 1.4017 4.3989 -3.3923
H 1.3261 1.9846 -3.7846
H -1.8899 1.4412 -1.0192
H -2.2832 3.9650 -1.3522
H -2.0125 -2.3057 -1.7298
H -2.5896 -0.6832 -2.0421
C -0.3241 1.2952 1.1252
C -0.4853 2.4866 0.9343
C -0.7195 3.7616 0.2551
C -1.5638 4.7029 1.0663
C -1.1620 5.9273 1.4041
C 0.1591 6.4400 1.0156
C 0.9617 5.7487 0.2076
C 0.5437 4.4387 -0.3714
H -2.5180 4.3131 1.4048
H -1.7978 6.5579 2.0156
H 0.4805 7.3918 1.4246
H 1.9457 6.1321 -0.0435
H 1.3739 3.7324 -0.3650
N 1.6373 -7.4656 1.7061
C 1.0267 -7.1534 0.5592
S 0.8926 -8.2144 -0.7044
C 0.5158 -5.7568 0.5098
C -0.2704 -5.2606 1.5413
C -0.6657 -3.9322 1.4954
N -0.2772 -3.1031 0.5333
C 0.4535 -3.5858 -0.4715
C 0.8492 -4.9109 -0.5398
H 2.0709 -8.3704 1.7779
H 1.8972 -6.7535 2.3766
H -0.5716 -5.8894 2.3688
H -1.2729 -3.4882 2.2753
H 0.7480 -2.8622 -1.2220
H 1.4423 -5.2713 -1.3685
*
```

Summary:
LUMO energy: 4.116 eV
calculated total energy: -113607.5616 eV
ΔE to the lowest compared entry with this formula, charge and spin: 206.6 kJ/mol
gap between HOMO and LUMO: 5.81 eV

These are the natural (NBO) partial charges, in e, on atoms 1 to 8:
1. Al 1.574
2. O -0.671
3. C 0.140
4. S 0.328
5. C -0.424
6. C -0.413
7. S -0.295
8. S 0.314